No. 1
# C18H66N4O15

A 15-piece molecular cluster, C18H66N4O15 overall at a distorted geometry (wB97M-V/def2-TZVPD, the OMol25 dataset).

```
! RIJCOSX wB97M-V def2-TZVPD def2/J DEFGRID3
* xyz 0 1
C -0.48741 -3.04009 -4.97449
C 0.78759 -2.42409 -4.25549
O 0.26759 -1.41809 -3.38949
H -1.12841 -3.63509 -4.32749
H -0.15641 -3.67809 -5.74549
H -1.10441 -2.09909 -5.28949
H 1.42959 -1.95509 -4.92449
H 1.50559 -3.07709 -3.71449
H 0.40359 -0.58609 -3.78249
C 2.56359 1.17491 -2.08749
C 2.95659 0.56791 -0.76049
O 4.32559 0.51791 -0.68449
H 1.56059 1.00691 -2.28649
H 3.15459 0.85691 -2.88149
H 2.86259 2.28091 -2.11349
H 2.73459 -0.47209 -0.60349
H 2.40559 1.05791 0.02551
H 4.64459 0.42091 0.21551
C 2.54659 -2.93409 0.34651
C 3.94159 -3.15709 0.99651
O 3.87559 -3.24509 2.41751
H 2.65759 -2.89109 -0.76849
H 2.14559 -2.02409 0.64551
H 1.88359 -3.77009 0.44851
H 4.72759 -2.45009 0.68051
H 4.40059 -4.09809 0.66051
H 3.33459 -3.96109 2.72551
C 1.24959 3.80391 2.80751
O 1.07659 2.78491 1.89151
N 1.69559 3.64691 4.02051
N 0.87459 5.06691 2.69551
H 1.62959 2.74891 4.51351
H 1.86059 4.46591 4.59551
H 0.28059 5.30791 1.88051
H 0.87759 5.83591 3.40651
C 3.57659 0.15991 2.99151
O 2.36059 -0.02009 2.38451
N 4.47959 -0.75309 3.06051
N 3.87259 1.25491 3.62951
H 4.22959 -1.67709 2.70451
H 5.26659 -0.65009 3.79651
H 3.39359 2.15491 3.55551
H 4.77259 1.27691 4.14351
C -2.85541 -0.69009 -2.45949
O -2.31341 -0.48709 -3.68049
H -2.45041 -1.60009 -2.09149
H -3.91041 -0.67509 -2.41849
H -2.48641 0.11591 -1.95249
H -1.52141 -0.93109 -3.86549
C -0.26641 -0.21209 -0.09449
O -0.34941 1.17591 0.34851
H -1.10841 -0.77809 0.27751
H 0.58159 -0.70709 0.21751
H -0.18141 -0.35309 -1.19449
H 0.00659 1.39691 1.18951
C 0.75959 3.96091 -1.15749
O 0.94259 4.18691 -2.51249
H -0.10741 4.60391 -0.91449
H 1.54559 4.36091 -0.55349
H 0.48959 2.94391 -0.90249
H 1.58959 4.95591 -2.68349
C -0.39441 -4.44109 -1.55449
O -0.32041 -3.10509 -1.21149
H 0.73959 -4.60909 -1.93049
H -1.15741 -4.63509 -2.31349
H -0.36141 -5.15509 -0.68349
H -0.09041 -2.59309 -2.00049
C 0.53259 -2.78609 2.63651
O -0.34941 -3.19309 1.64951
H -0.02541 -2.58509 3.57551
H 1.11259 -1.94009 2.47351
H 1.12959 -3.63009 2.88551
H -0.09141 -3.20509 0.81051
C -3.59241 -3.15809 0.08251
O -4.51941 -3.96009 0.75251
H -3.84141 -2.23009 -0.22249
H -3.39341 -3.66909 -0.85949
H -2.63041 -3.05809 0.58651
H -4.64141 -3.53709 1.53651
C -1.94641 2.81091 -2.87049
O -1.51841 3.90291 -3.57049
H -1.16041 2.12691 -2.51849
H -2.62041 2.19191 -3.49049
H -2.43241 3.11791 -1.88749
H -0.66841 4.12791 -3.13549
C -3.21441 -0.23309 2.93051
O -1.86741 -0.51609 3.02851
H -3.54641 0.08291 3.96451
H -3.72141 -1.13809 2.61351
H -3.36841 0.53291 2.24051
H -1.63241 -1.18609 2.47351
C -4.03641 1.61891 -0.01649
O -4.80541 1.57091 -1.17649
H -3.40841 2.46191 -0.05049
H -3.32341 0.76191 0.03351
H -4.73241 1.64991 0.74451
H -5.64441 1.96491 -0.88549
C -2.19441 3.92791 1.71451
O -2.34041 2.86691 2.63051
H -1.88741 3.56491 0.77951
H -1.55241 4.68091 2.11351
H -3.08241 4.51891 1.44351
H -1.50141 2.43791 2.47551
*
```

## Properties
- LUMO level: 0.05 eV



No. 2
# CH2Cl2O2P2

One molecule with the formula CH2Cl2O2P2 at a distorted geometry (wB97M-V/def2-TZVPD, the OMol25 dataset).

```
! RIJCOSX wB97M-V def2-TZVPD def2/J DEFGRID3
* xyz 0 1
C -1.17526 -1.18440 -0.85868
O -0.29585 0.25874 1.14545
O 1.54694 -0.15333 -0.51334
P -1.32618 -0.99812 0.74604
P 0.95912 0.80470 0.42138
Cl 0.22547 2.50735 -0.20771
Cl 2.14091 1.21568 1.92274
H -1.67381 -1.90937 -1.30565
H -0.40134 -0.54123 -1.35022
*
```

## Properties
- LUMO level: 0.27 eV



No. 3
# C25H24BF3FeN5O3S

C25H24BF3FeN5O3S as an isolated structure at a distorted geometry (wB97M-V/def2-TZVPD, the OMol25 dataset).

```
! RIJCOSX wB97M-V def2-TZVPD def2/J DEFGRID3
* xyz -1 5
Fe -14.67441 -4.12453 6.25964
C -15.29969 0.06475 12.09727
C -16.18197 -1.15014 12.28077
N -15.79694 -2.09247 11.25660
C -16.11286 -2.01148 9.96605
C -15.71874 -2.61486 8.80202
C -16.37116 -2.22696 7.44404
O -17.08538 -1.28537 7.52710
O -16.27715 -3.00815 6.40338
C -14.61810 -3.50742 8.99260
O -14.00072 -4.14335 8.05290
C -14.13743 -3.67011 10.35610
C -13.14700 -4.61915 10.76328
C -12.72181 -4.77301 12.04786
F -11.53448 -5.49627 12.16793
C -13.23770 -3.95195 13.09398
C -14.39225 -3.22327 12.86178
C -14.72721 -3.02116 11.46601
N -12.62342 -4.06105 14.38937
C -12.38585 -5.46521 14.83061
C -13.50702 -5.89158 15.76144
N -13.79472 -4.99513 16.86258
C -14.05077 -3.68733 16.36625
C -12.94389 -3.16751 15.44318
H -14.91337 0.16355 11.05362
H -14.40052 0.09202 12.76966
H -15.76854 1.01157 12.24582
H -17.14289 -0.83133 11.94101
H -16.75981 2.00428 6.00953
H -16.85244 -1.16809 9.78126
H -12.57576 -5.10946 10.00263
H -14.83138 -2.54512 13.58504
H -11.41823 -5.51502 15.38394
H -12.20817 -6.13500 14.02217
H -13.17149 -6.85428 16.20251
H -14.43607 -6.01128 15.26977
H -12.95294 -4.94451 17.46965
H -17.45915 1.98538 5.79620
H -14.23411 -2.91337 17.14115
H -15.02261 -3.82311 15.89504
H -12.03836 -3.06288 16.05585
H -13.15373 -2.09131 15.12543
C -10.60365 -3.42520 7.35211
C -10.51665 -4.88538 7.80021
C -9.51315 -5.28055 8.75159
C -9.39346 -6.58454 9.12372
C -10.35257 -7.53263 8.55140
C -11.24010 -7.18555 7.58495
C -11.32814 -5.84738 7.25961
C -10.14896 -8.92126 8.93019
N -9.93909 -9.96962 9.31495
H -11.23203 -3.39482 6.50004
H -9.61348 -2.97766 7.03607
H -8.85820 -4.50355 9.06068
H -8.80259 -6.84281 9.96754
H -11.94347 -7.85673 7.13301
H -12.13202 -5.69982 6.49128
S -13.88414 -6.60833 2.31362
C -14.17917 -5.85375 3.67735
N -14.31797 -5.31359 4.72646
F -11.58189 -2.62592 9.63076
B -11.22372 -2.42059 8.40477
F -11.36982 -1.14308 7.96671
*
```

## Properties
- LUMO level (spin up / spin down): 2.05 / 2.05 eV



No. 4
# C19H16BCdF4N7OS2

C19H16BCdF4N7OS2 as an isolated structure (wB97M-V/def2-TZVPD, the OMol25 dataset).

```
! RIJCOSX wB97M-V def2-TZVPD def2/J DEFGRID3
* xyz -2 1
Cd 0.43025 -0.28177 -0.00791
S 2.86889 0.43063 0.90698
C 2.32577 1.96027 1.50545
C 3.30141 2.99934 1.47805
N 4.10651 3.82508 1.43374
C 1.06795 2.25498 1.98143
S -0.27541 1.14160 2.06700
C 0.80951 3.56807 2.45597
N 0.57626 4.63019 2.84666
O 1.19271 -1.75000 -1.57982
C 1.19467 -3.02482 -1.63646
C 1.24570 -3.68306 -2.90463
C 1.25106 -5.05009 -3.03340
C 1.20665 -5.87612 -1.90691
C 1.17399 -5.28172 -0.66039
C 1.18601 -3.89506 -0.49325
C 1.23509 -3.34999 0.85629
N 0.77403 -2.19777 1.29869
C 1.05516 -2.12566 2.63757
C 1.68551 -3.26216 3.03291
N 1.80393 -4.03095 1.89413
H 1.26564 -3.04415 -3.77962
H 1.27757 -5.49913 -4.02143
H 1.18668 -6.95474 -2.00750
H 1.10553 -5.91508 0.21973
H 0.79010 -1.25475 3.21274
H 2.07581 -3.57788 3.98452
H 2.29680 -4.89873 1.81068
C -3.51194 0.00598 1.06291
C -2.73989 -1.16178 0.68236
N -2.13771 -2.09471 0.38350
H -2.90316 0.66796 1.67897
H -4.39736 -0.31247 1.61335
H -3.80521 0.54952 0.16535
C -0.78258 3.41728 -0.74009
C 0.29316 2.78384 -1.54212
N 0.78602 1.57191 -1.42373
C 1.73792 1.41639 -2.40327
C 1.83126 2.55977 -3.12791
N 0.91366 3.42206 -2.56522
H -1.16326 2.69925 -0.02112
H -1.60638 3.71272 -1.39180
H -0.41240 4.29304 -0.20242
H 2.27958 0.48990 -2.49905
H 2.44139 2.83986 -3.96844
H 0.70431 4.34848 -2.88269
F -3.84597 0.34880 -2.84313
B -3.03704 1.32267 -2.23494
F -3.83055 2.09944 -1.34676
F -2.47175 2.17181 -3.20565
F -2.00498 0.69050 -1.49352
*
```

## Properties
- LUMO level: 4.56 eV



No. 5
# C23H21BF2FeN3O2

C23H21BF2FeN3O2 as an isolated structure at a distorted geometry (wB97M-V/def2-TZVPD, the OMol25 dataset).

```
! RIJCOSX wB97M-V def2-TZVPD def2/J DEFGRID3
* xyz 0 6
Fe -0.50820 0.26290 -0.55890
C -1.11774 0.07408 4.36176
C -1.83282 -0.86788 3.43324
C -2.49562 -1.96560 3.97592
C -3.08153 -2.93885 3.18658
C -2.94730 -2.85434 1.81205
C -2.29948 -1.77084 1.23843
C -2.09309 -1.73976 -0.24959
C -1.81010 -0.72233 2.03728
N -1.24320 0.39176 1.37550
C -1.41507 1.65742 1.85754
O -2.22026 2.05665 2.68001
C -0.48229 2.62211 1.18340
C -0.32766 3.96171 1.48186
C 0.61488 4.68027 0.74977
C 1.37337 4.04796 -0.23568
C 1.13342 2.70891 -0.46471
N 0.23087 2.05343 0.23708
C 1.81955 1.82694 -1.47069
O 2.73327 2.24912 -2.15723
N 1.24043 0.59724 -1.49680
C 1.85790 -0.53625 -2.10229
C 1.10363 -1.35932 -2.95206
C -0.29182 -0.99699 -3.40894
C 1.65782 -2.54455 -3.42992
C 2.94313 -2.91578 -3.09182
C 3.69092 -2.08666 -2.27072
C 3.17448 -0.90190 -1.76587
C 4.02539 -0.05739 -0.85777
H -0.85831 -0.44418 5.28456
H -0.20238 0.45590 3.90636
H -1.73676 0.93577 4.60569
H -2.54015 -2.05716 5.05512
H -3.60348 -3.77262 3.63669
H -3.33452 -3.64226 1.17637
H -2.53040 -2.60599 -0.74056
H -2.53454 -0.84177 -0.70504
H -1.00203 -1.78990 -0.48243
H -0.93358 4.40371 2.25956
H 0.75484 5.73595 0.94127
H 2.12703 4.55718 -0.81937
H -0.57887 0.00621 -3.10290
H -0.34779 -1.01514 -4.49802
H -1.03411 -1.71240 -3.04141
H 1.06341 -3.17659 -4.08016
H 3.36218 -3.84256 -3.46130
H 4.69982 -2.37132 -1.99583
H 4.89944 -0.61721 -0.52835
H 4.35904 0.84285 -1.37230
H 3.46397 0.26786 0.02182
F -2.28567 1.75252 -2.85193
B -2.00377 1.59112 -1.57041
F -2.63629 2.40795 -0.73487
*
```

## Properties
- LUMO level (spin up / spin down): -0.22 / -1.33 eV



No. 6
# C4H5ClN2O

A 2-piece molecular cluster, C4H5ClN2O overall at a distorted geometry (wB97M-V/def2-TZVPD, the OMol25 dataset).

```
! RIJCOSX wB97M-V def2-TZVPD def2/J DEFGRID3
* xyz 0 1
C 0.87592 -1.16555 0.56189
C 1.68259 0.81783 0.34910
C 0.02907 -0.43989 -0.32337
C -1.19095 -0.63733 -0.95365
N 1.80620 -0.30405 0.99037
N 0.69192 0.81190 -0.50105
O -2.55221 0.41373 0.35670
Cl -1.73120 0.75469 1.77816
H 0.85787 -2.09695 1.01804
H 2.26638 1.73117 0.40040
H -1.37567 -0.04164 -1.92073
H -1.79868 -1.47730 -0.76531
H 0.43875 1.63340 -0.99056
*
```

## Properties
- LUMO level (spin up / spin down): -0.96 / -0.96 eV



E per entry: -2072.6555, -1792.9585, -3453.0315, -2581.0156, -2692.2081, -800.2169 a.u.
Relative energy (zero: lowest compared OMol25 entry of this formula, charge and spin) per entry: 324.7, 6.4, 0.0, 37.8, 33.5, 427.1 kJ/mol